Entry 1:
{
  "formula": "C5H15N3",
  "method": "ωB97M-V/def2-TZVPD",
  "multiplicity": 2,
  "total_charge": -1,
  "homo_lumo_gap_ev": [2.4, 9.4],
  "lumo_energy_ev": [3.95, 3.95],
  "species": ["C", "N", "C", "N", "C", "C", "C", "N", "H", "H", "H", "H", "H", "H", "H", "H", "H", "H", "H", "H", "H", "H", "H"],
  "coordinates": [[-0.7797, -0.1420, 0.3579], [-0.7861, -1.2596, -0.6499], [-2.1000, -1.7911, -1.0386], [-2.9199, -0.8713, -1.8053], [0.6977, 0.1070, 0.7276], [1.2169, 1.2662, -0.1213], [2.7879, 1.4385, 0.1361], [0.7676, 0.2707, 2.1924], [-1.1337, 0.7530, -0.1774], [-1.3714, -0.4289, 1.2422], [-0.2173, -1.9859, -0.2327], [-1.9379, -2.6470, -1.7133], [-2.5376, -1.9792, -0.0424], [-2.4926, -0.6283, -2.6802], [-3.4615, -0.2381, -1.2478], [1.2112, -0.8226, 0.4810], [0.7241, 2.2012, 0.1346], [0.9931, 1.0238, -1.1663], [3.0481, 0.5504, 0.7299], [3.3444, 1.3310, -0.7843], [3.0429, 2.2999, 0.7569], [1.7249, 0.4721, 2.4690], [0.1788, 1.0804, 2.4320]],
  "forces_ev_per_a": [[0.16, -0.93, -1.35], [0.69, 0.87, -0.17], [0.48, 1.06, 0.43], [0.01, -1.61, 0.78], [-1.46, 0.08, 0.37], [2.03, -0.08, 0.54], [-1.64, -1.17, 0.25], [-0.14, 0.24, -0.36], [-0.37, -0.26, 0.58], [0.02, 0.42, -0.21], [-0.18, -0.33, -0.17], [0.03, -0.17, 0.82], [-0.96, -0.66, -0.77], [-0.16, 0.76, 0.14], [0.28, 0.69, -0.39], [0.42, 0.15, -0.05], [-0.31, -0.10, 0.01], [0.13, 0.19, 0.06], [0.33, 0.21, -0.05], [0.28, 0.49, -0.24], [-0.01, 0.12, -0.42], [-0.09, 0.26, 0.10], [0.46, -0.25, 0.12]],
  "mulliken_spin": [1.335, -0.303, 0.500, 0.175, -0.354, 0.915, 0.079, 0.453, 0.069, -0.139, 0.025, -0.107, -0.150, -0.120, -0.192, 0.006, -0.284, 0.375, 0.088, -0.308, -0.190, -0.295, -0.577]
}


Entry 2:
{
  "formula": "C5H15N3",
  "method": "ωB97M-V/def2-TZVPD",
  "smiles": "CNC[C@H](N)CCN",
  "multiplicity": 1,
  "homo_lumo_gap_ev": 9.4,
  "lumo_energy_ev": 1.08,
  "species": ["C", "N", "C", "C", "N", "C", "C", "N", "H", "H", "H", "H", "H", "H", "H", "H", "H", "H", "H", "H", "H", "H", "H"],
  "coordinates": [[3.3610, 0.2762, -0.4736], [2.0752, -0.2041, -0.9960], [1.0943, -0.5105, 0.0500], [0.0905, 0.7087, 0.1762], [-0.2995, 0.7894, 1.5943], [-1.1336, 0.2855, -0.7352], [-1.9347, -0.8622, -0.1336], [-3.2089, -0.4436, 0.5066], [3.4045, 1.2882, -0.1076], [3.6861, -0.5358, 0.1930], [4.0880, 0.1712, -1.2893], [2.0378, -0.9008, -1.7200], [1.5628, -0.7742, 1.0027], [0.5242, -1.3861, -0.2550], [0.7005, 1.5396, -0.1626], [-0.7983, 1.6391, 1.8415], [-0.7717, -0.0347, 1.9097], [-0.7319, -0.0016, -1.7008], [-1.7535, 1.1353, -1.0405], [-1.5496, -1.4989, 0.6618], [-1.9458, -1.5932, -0.9667], [-4.0016, -0.8199, 0.0251], [-3.2681, 0.5415, 0.6840]],
  "forces_ev_per_a": [[0.28, -2.79, -1.72], [-1.02, 0.80, 0.72], [-0.25, 0.83, -0.78], [-0.50, -2.70, 0.70], [0.84, 1.34, -0.40], [1.64, 1.19, 0.34], [-0.68, -0.34, -0.01], [0.34, -0.92, -0.55], [-0.40, 0.15, 0.41], [0.35, 0.89, 0.81], [-0.09, 0.48, -0.01], [0.90, 0.06, 0.04], [0.09, 0.33, 0.10], [0.02, -0.15, -0.01], [-0.56, 0.49, 0.10], [-0.08, -0.38, -0.10], [-0.38, -0.14, 0.09], [0.34, -0.32, -0.18], [-0.33, -0.04, 0.64], [1.43, 0.46, -0.07], [-1.37, 0.24, 0.34], [-0.47, 0.32, -0.12], [-0.10, 0.22, -0.33]],
  "lowdin_charge": [-0.121, -0.142, -0.216, -0.331, 0.026, -0.171, -0.297, -0.009, 0.071, 0.075, 0.074, 0.096, 0.108, 0.098, 0.123, 0.069, 0.049, 0.091, 0.105, 0.091, 0.113, 0.049, 0.050]
}


Entry 3:
{
  "formula": "C5H15N3",
  "method": "ωB97M-V/def2-TZVPD",
  "multiplicity": 1,
  "homo_lumo_gap_ev": 8.0,
  "lumo_energy_ev": 0.94,
  "species": ["C", "C", "C", "C", "C", "N", "N", "N", "H", "H", "H", "H", "H", "H", "H", "H", "H", "H", "H", "H", "H", "H", "H"],
  "coordinates": [[1.5452, 0.4744, 0.9597], [-1.8969, 1.5585, -0.7770], [-2.0547, -0.1556, 0.9089], [1.1600, -2.5553, -0.8546], [1.7318, 1.6080, 0.0189], [-1.1823, 0.5980, 0.0358], [1.4592, -0.7647, 0.5465], [1.1616, -1.1374, -0.6684], [1.4218, -1.4862, 1.2902], [-0.6501, -0.0406, -0.5682], [1.6135, 0.6329, 2.0235], [-2.6990, 1.1053, -1.3821], [-2.3505, 2.3123, -0.1282], [-1.1965, 2.0486, -1.4507], [-2.8482, -0.6995, 0.3715], [-1.4640, -0.8807, 1.4671], [-2.5323, 0.5281, 1.6139], [2.1375, -2.9163, -1.2057], [0.4205, -2.8039, -1.6164], [0.9096, -3.1064, 0.0669], [1.8999, 1.2193, -0.9823], [0.8393, 2.2344, 0.0026], [2.5747, 2.2269, 0.3279]],
  "forces_ev_per_a": [[0.89, -0.17, -0.07], [-0.09, -0.15, 0.05], [0.01, 0.03, -0.21], [0.39, -0.18, 0.07], [-0.22, -0.12, 0.04], [0.01, -0.19, -0.32], [-0.81, 0.13, 0.83], [-0.05, 0.45, -0.54], [0.12, 0.32, -0.33], [-0.11, 0.23, 0.30], [0.03, -0.22, 0.09], [-0.01, 0.07, 0.00], [-0.01, 0.06, -0.08], [-0.01, 0.10, -0.05], [-0.03, 0.00, 0.06], [-0.02, -0.05, 0.11], [-0.03, -0.07, 0.08], [-0.09, -0.17, 0.01], [0.02, -0.07, 0.04], [-0.05, -0.08, 0.01], [0.03, 0.05, -0.07], [-0.02, 0.03, -0.05], [0.04, -0.01, 0.02]],
  "lowdin_charge": [-0.169, -0.152, -0.149, -0.167, -0.088, -0.207, -0.099, -0.125, 0.159, 0.070, 0.107, 0.073, 0.076, 0.070, 0.074, 0.062, 0.075, 0.064, 0.066, 0.064, 0.068, 0.059, 0.070]
}


Entry 4:
{
  "formula": "C5H15N3",
  "method": "ωB97M-V/def2-TZVPD",
  "multiplicity": 1,
  "total_charge": 2,
  "homo_lumo_gap_ev": 8.9,
  "lumo_energy_ev": -9.47,
  "species": ["C", "C", "C", "C", "C", "N", "N", "N", "H", "H", "H", "H", "H", "H", "H", "H", "H", "H", "H", "H", "H", "H", "H"],
  "coordinates": [[-2.6255, 0.1877, -0.2988], [2.6400, 0.7536, -0.5133], [-0.8895, 1.7253, 0.4783], [2.3584, -0.6226, 0.2011], [1.2996, -1.3927, -0.3847], [-3.2983, -0.9371, -0.5191], [-1.4277, 0.3308, 0.3192], [-0.5387, -0.6582, 0.7844], [-2.9087, 1.1877, -0.7080], [2.9420, 0.4317, -1.4797], [1.6202, 1.1476, -0.5367], [3.3637, 1.5029, -0.0923], [0.2010, 1.6695, 0.7736], [-1.5342, 2.2730, 1.2571], [-0.9949, 2.3196, -0.3501], [2.3481, -0.4852, 1.3288], [3.2263, -1.2476, 0.0283], [1.0367, -1.2500, -1.3976], [1.1933, -2.5099, -0.2094], [-4.2470, -0.8204, -0.9131], [-2.8709, -1.8687, -0.4570], [-0.9744, -1.5229, 1.2221], [0.0806, -0.2139, 1.4666]],
  "forces_ev_per_a": [[2.00, -0.26, 0.26], [-1.06, -0.71, 1.11], [-0.11, -0.55, 3.68], [0.82, 2.41, 1.65], [0.01, -2.33, 0.82], [0.24, 1.24, -0.18], [-1.01, 0.61, -0.89], [0.44, -1.74, -0.34], [-0.68, -1.15, 0.56], [0.27, 0.47, -1.12], [0.45, 0.80, -0.56], [-0.74, -1.20, -0.04], [-1.49, 0.20, -0.23], [1.29, -1.02, -0.66], [-0.04, 0.91, -2.54], [-0.10, -0.71, -1.08], [0.53, -0.87, 0.08], [-0.74, 0.97, -1.06], [-0.15, 1.50, 0.75], [0.83, -0.49, 0.17], [-0.59, 0.58, 0.12], [0.26, 1.52, -0.58], [-0.44, -0.20, 0.09]],
  "lowdin_charge": [-0.049, -0.038, 0.029, -0.263, 0.187, 0.212, -0.148, 0.137, 0.191, 0.076, 0.039, 0.123, 0.105, 0.150, 0.069, 0.160, 0.155, 0.101, 0.146, 0.168, 0.150, 0.181, 0.119]
}


Entry 5:
{
  "formula": "C5H15N3O",
  "method": "ωB97M-V/def2-TZVPD",
  "smiles": "CC(N)(N)C(N)=O.CC",
  "multiplicity": 1,
  "homo_lumo_gap_ev": 9.2,
  "lumo_energy_ev": 0.72,
  "species": ["C", "C", "N", "N", "C", "N", "O", "H", "H", "H", "H", "H", "H", "H", "H", "H", "C", "C", "H", "H", "H", "H", "H", "H"],
  "coordinates": [[-2.2127, 1.5359, 0.7731], [-1.0836, 0.5137, 0.7103], [-0.5300, 0.2406, 1.9899], [-1.5615, -0.6884, 0.1073], [0.0919, 1.1523, -0.3766], [1.0455, 1.9810, 0.1159], [-0.1882, 1.1070, -1.5617], [-3.0138, 1.1395, 1.3916], [-2.5875, 1.7161, -0.2318], [-1.8613, 2.4772, 1.1920], [0.3430, -0.2846, 1.9150], [-0.4360, 1.0651, 2.5650], [-1.6065, -0.5554, -0.9011], [-0.9617, -1.4773, 0.3148], [1.2096, 2.0614, 1.1035], [1.6044, 2.5164, -0.5325], [1.7530, -1.6492, -0.3744], [1.1767, -2.0099, -1.7412], [1.6842, -2.4981, 0.3103], [2.8143, -1.3956, -0.4712], [1.2528, -0.6618, -0.0416], [1.8388, -2.6798, -2.2912], [1.0185, -1.1056, -2.3279], [0.2100, -2.5001, -1.6378]],
  "forces_ev_per_a": [[0.44, -0.02, -0.04], [1.80, 0.68, -1.63], [0.29, -0.34, 0.51], [-0.48, -0.42, -0.18], [-2.84, 1.00, 0.70], [0.13, -0.31, 0.11], [0.63, -0.46, 0.07], [-0.02, -0.09, 0.04], [-0.03, 0.02, -0.01], [0.01, 0.15, 0.01], [-0.31, 0.31, 0.27], [0.12, -0.09, 0.04], [0.06, -0.11, 0.14], [0.01, 0.07, -0.06], [0.05, -0.06, -0.08], [-0.04, -0.10, 0.12], [-0.20, 1.46, -0.26], [0.02, 0.05, 0.02], [-0.23, 0.42, 0.28], [-0.09, -0.05, 0.05], [0.76, -2.01, 0.05], [-0.04, -0.02, 0.00], [0.04, -0.05, -0.10], [-0.06, -0.05, -0.05]],
  "lowdin_charge": [-0.029, -0.603, 0.079, 0.083, -0.488, 0.163, 0.022, 0.085, 0.086, 0.078, 0.078, 0.077, 0.081, 0.065, 0.090, 0.113, -0.163, -0.168, 0.068, 0.066, 0.042, 0.063, 0.056, 0.057]
}


Strongest force on any atom / eV/A: 2.11, 3.29, 1.17, 3.72, 3.09
Relative energy (zero: lowest compared OMol25 entry of this formula, charge and spin) / kJ/mol: 61.0, 208.8, 320.5, 537.1, 44.6